No. 1
{
  "formula": "C3H9N2O3",
  "method": "ωB97M-V/def2-TZVPD",
  "species": ["C", "C", "C", "N", "N", "O", "O", "O", "H", "H", "H", "H", "H", "H", "H", "H", "H"],
  "coordinates": [[-0.58700, 1.21941, -0.59700], [-0.38090, -1.15771, -0.70665], [-0.92728, -0.11100, 1.46242], [2.34881, 0.08200, -0.28859], [-0.27016, 0.00305, 0.21117], [2.16210, -0.16518, -1.41425], [3.26116, 0.30513, 0.40044], [1.17587, 0.07005, 0.63422], [-0.91677, 2.02244, 0.02676], [0.03843, 1.31351, -1.40946], [-1.54727, 1.01274, -1.03021], [0.07827, -2.04715, -0.36961], [-1.34870, -1.40614, -0.83429], [0.16012, -1.04099, -1.64067], [-0.85238, -0.94713, 2.09974], [-0.36815, 0.59483, 2.04372], [-2.02615, 0.25212, 1.41225]],
  "forces_ev_per_angstrom": [[-2.9, -0.8, 1.8], [2.5, -0.2, -0.4], [-2.6, 2.8, 1.7], [0.0, -0.1, 0.7], [3.1, -1.2, -3.2], [0.0, 0.1, -1.1], [0.5, 0.1, -0.2], [-1.7, 0.3, 1.2], [1.2, 0.9, 0.6], [1.9, 0.6, -1.2], [-0.6, -0.6, -0.5], [0.6, -0.7, 1.5], [-3.4, -0.3, -0.6], [-0.5, 0.9, -0.1], [0.3, -1.9, -0.5], [-0.2, 1.0, 0.6], [1.9, -0.7, -0.2]],
  "lowdin_charge": [0.069, 0.034, 0.020, -0.352, -0.285, 0.190, 0.253, 0.026, 0.121, 0.090, 0.118, 0.116, 0.086, 0.110, 0.114, 0.116, 0.175],
  "e_tot_ha": -454.4204,
  "homo_lumo_gap_ev": 12.8,
  "relative_energy_kj_mol": 845.4,
  "e_homo_ev": -16.92,
  "mol_weight_g_mol": 121.1,
  "multiplicity": 1,
  "charge": 1,
  "smiles": "C[N+](C)(C)O[N+](=O)[O-]"
}

No. 2
{
  "formula": "H10LiO5",
  "method": "ωB97M-V/def2-TZVPD",
  "species": ["Li", "O", "H", "H", "O", "H", "H", "O", "H", "H", "O", "H", "H", "O", "H", "H"],
  "coordinates": [[-27.94812, 28.19449, 44.66216], [-29.56588, 29.64680, 44.49501], [-29.49590, 30.51362, 44.28057], [-30.41692, 29.21105, 44.24058], [-30.02189, 26.52542, 43.62666], [-30.97573, 26.71935, 43.25589], [-29.79391, 25.68640, 43.75038], [-26.58876, 29.68911, 44.45544], [-26.50007, 30.25891, 43.61723], [-25.55922, 29.67628, 44.61351], [-27.87980, 27.69895, 46.64025], [-27.56262, 26.92685, 46.86907], [-28.34102, 28.20788, 47.33143], [-26.99619, 26.51816, 43.89063], [-27.54083, 25.82996, 43.61088], [-26.12374, 26.32700, 43.80372]],
  "forces_ev_per_angstrom": [[-0.1, 0.1, 0.1], [-0.6, -5.6, 1.0], [-0.3, 4.1, -1.2], [1.1, 1.2, 0.2], [-3.4, 7.3, -1.6], [3.1, -1.6, 1.2], [0.3, -5.7, 0.5], [3.8, 1.5, -1.9], [-0.9, -1.1, 1.6], [-2.9, -0.4, 0.3], [-2.8, 6.9, -2.6], [2.3, -6.0, 2.5], [0.5, -0.9, -0.2], [-3.0, 3.2, 1.5], [-0.9, -1.9, -0.9], [3.9, -1.2, -0.5]],
  "lowdin_charge": [0.737, -0.041, -0.004, 0.087, -0.034, 0.140, -0.048, -0.166, 0.103, 0.129, -0.014, -0.034, 0.100, 0.003, 0.023, 0.018],
  "e_tot_ha": -389.5581,
  "homo_lumo_gap_ev": 12.4,
  "relative_energy_kj_mol": 153.0,
  "e_homo_ev": -15.62,
  "mol_weight_g_mol": 97.0,
  "multiplicity": 1,
  "charge": 1
}

No. 3
{
  "formula": "CH7IN3",
  "method": "ωB97M-V/def2-TZVPD",
  "species": ["C", "N", "N", "N", "I", "H", "H", "H", "H", "H", "H", "H"],
  "coordinates": [[-1.00949, -0.54474, 0.37795], [-0.53115, -1.55135, -0.41371], [1.40099, 0.72210, -0.56450], [0.25838, 0.97096, 0.22506], [-2.88281, 0.18077, 0.14545], [1.85752, 1.57910, -0.89988], [-0.91338, -1.50087, -1.34276], [0.33542, -1.95119, -0.12888], [1.97810, 0.09497, -0.02627], [-0.23794, 1.83801, -0.00087], [-0.62426, -0.83002, 1.41970], [0.36862, 0.99227, 1.20870]],
  "forces_ev_per_angstrom": [[3.4, -2.4, 1.3], [-2.2, 2.4, 0.4], [-0.7, 0.0, 0.0], [-1.7, 0.2, -0.5], [-0.6, 0.3, -0.1], [-0.1, -0.6, 0.5], [0.8, -0.8, -0.5], [0.4, -0.6, -0.5], [0.6, 0.3, -0.3], [0.3, -0.4, -0.5], [-1.1, 1.2, -1.1], [1.0, 0.4, 1.2]],
  "lowdin_charge": [-0.814, 0.039, 0.036, -0.066, 1.052, 0.120, 0.096, 0.104, 0.095, 0.125, 0.111, 0.101],
  "e_tot_ha": -503.9320,
  "homo_lumo_gap_ev": 10.2,
  "relative_energy_kj_mol": 325.5,
  "e_homo_ev": -14.00,
  "mol_weight_g_mol": 188.0,
  "multiplicity": 1,
  "charge": 1
}

No. 4
{
  "formula": "C16H29CoN3O4S5",
  "method": "ωB97M-V/def2-TZVPD",
  "species": ["Co", "C", "C", "S", "C", "C", "S", "C", "C", "S", "C", "C", "S", "H", "H", "H", "H", "H", "H", "H", "H", "H", "H", "H", "H", "H", "H", "H", "H", "C", "C", "S", "O", "O", "C", "C", "N", "C", "N", "C", "C", "N", "O", "O", "C", "H", "H", "H", "H", "H", "H", "H", "H", "H", "H", "H", "H", "H"],
  "coordinates": [[1.38185, -1.14334, 1.40753], [-1.33811, -2.62355, 0.59785], [-0.34802, -2.73924, -0.56060], [1.20392, -3.23744, 0.20983], [2.55981, -2.88783, -0.92780], [3.80973, -2.66410, -0.06989], [3.66271, -1.27835, 1.13998], [4.16206, -2.00187, 2.74871], [3.17736, -1.60944, 3.84208], [1.62395, -2.39843, 3.35168], [0.26576, -1.60141, 4.23454], [-0.97723, -1.97563, 3.43593], [-0.89769, -1.25727, 1.74974], [-1.38908, -3.54598, 1.17730], [-2.33479, -2.41427, 0.21420], [-0.21403, -1.79005, -1.08241], [-0.70078, -3.48769, -1.26839], [2.31453, -2.02108, -1.53822], [2.73120, -3.73590, -1.58960], [4.65190, -2.42444, -0.71704], [4.06972, -3.55870, 0.49635], [5.15575, -1.63025, 2.99055], [4.22263, -3.08395, 2.62779], [3.04137, -0.53045, 3.91079], [3.52100, -1.98447, 4.80528], [0.42736, -0.52411, 4.27592], [0.18216, -1.98477, 5.25059], [-1.86694, -1.58633, 3.92668], [-1.08886, -3.05595, 3.33915], [-5.27264, 2.20412, -2.27863], [-4.41361, 3.04697, -3.21603], [-2.98961, 3.73865, -2.46251], [-2.40757, 4.70303, -3.35730], [-3.28164, 4.08312, -1.08747], [-1.83206, 2.38932, -2.35760], [-0.61133, 2.96020, -1.64673], [0.30402, 1.90722, -1.14079], [0.23973, 1.38802, 0.09444], [1.24334, 0.50643, 0.29300], [1.97739, 0.50560, -0.88221], [1.39250, 1.34217, -1.75201], [1.77607, 1.55547, -3.13333], [2.85744, 1.11520, -3.44644], [1.00473, 2.16408, -3.83948], [-0.71282, 1.89103, 1.12909], [-6.20942, 1.95511, -2.77381], [-5.49997, 2.75069, -1.36627], [-4.78085, 1.26569, -2.01250], [-4.93718, 3.93227, -3.58629], [-4.04485, 2.49212, -4.08167], [-1.57977, 2.05131, -3.36210], [-2.31828, 1.59709, -1.78418], [-0.91156, 3.54719, -0.78429], [-0.05398, 3.60526, -2.31668], [2.90469, -0.01724, -1.02407], [-0.69094, 2.98021, 1.16306], [-0.41891, 1.52306, 2.10743], [-1.74217, 1.59290, 0.92686]],
  "forces_ev_per_angstrom": [[-0.1, -0.3, 0.6], [-0.2, 0.1, 0.0], [-0.1, 0.0, 0.0], [0.1, 0.1, 0.0], [0.1, 0.0, 0.1], [0.1, 0.0, -0.1], [-0.3, 0.0, 0.0], [0.2, 0.0, 0.0], [0.0, -0.1, 0.1], [0.1, 0.3, -0.3], [-0.1, -0.1, 0.0], [-0.2, 0.1, 0.0], [0.3, -0.1, -0.1], [0.0, 0.0, 0.0], [0.0, 0.0, 0.0], [0.0, 0.0, 0.0], [0.0, 0.0, 0.0], [0.0, 0.0, 0.0], [0.0, 0.0, 0.0], [0.0, 0.0, 0.0], [-0.1, 0.0, 0.0], [0.0, 0.0, -0.1], [0.0, 0.0, 0.1], [0.0, 0.0, 0.0], [0.0, 0.0, 0.0], [-0.1, 0.0, 0.0], [0.0, 0.0, 0.0], [0.0, 0.0, 0.0], [0.1, 0.0, 0.0], [0.1, 0.0, -0.1], [-0.4, -0.2, -0.1], [0.1, 0.6, 0.3], [-0.1, -0.1, 0.2], [0.1, 0.0, -0.3], [0.3, -0.2, 0.0], [0.2, -0.1, 0.0], [-0.4, 0.2, 0.0], [0.2, 0.1, 0.4], [0.0, -0.1, -0.8], [0.1, -0.1, 0.5], [-0.1, 0.1, -0.5], [0.2, 0.4, 0.2], [0.0, -0.2, 0.0], [-0.1, -0.1, -0.1], [0.0, -0.1, -0.1], [0.0, 0.0, 0.0], [0.0, 0.0, 0.0], [0.0, 0.0, 0.0], [-0.1, -0.1, 0.0], [-0.1, 0.1, 0.0], [0.0, 0.0, 0.0], [0.1, 0.0, 0.0], [-0.1, 0.0, 0.0], [0.0, 0.0, 0.0], [-0.1, -0.1, 0.0], [0.0, 0.0, 0.0], [0.0, 0.0, 0.0], [0.0, 0.0, 0.0]],
  "lowdin_charge": [-0.057, -0.430, -0.457, 0.943, -0.449, -0.419, 0.968, -0.447, -0.443, 0.953, -0.446, -0.438, 0.971, 0.091, 0.097, 0.084, 0.104, 0.071, 0.104, 0.100, 0.091, 0.102, 0.092, 0.099, 0.108, 0.096, 0.108, 0.101, 0.093, -0.102, -0.293, 0.640, -0.276, -0.306, -0.207, -0.117, 0.081, -0.290, 0.011, -0.056, -0.111, -0.321, 0.135, 0.133, -0.001, 0.087, 0.079, 0.069, 0.120, 0.112, 0.110, 0.103, 0.112, 0.135, 0.095, 0.107, 0.068, 0.095],
  "e_tot_ha": -4465.3921,
  "homo_lumo_gap_ev": [7.9, 8.8],
  "e_homo_ev": [-15.05, -15.05],
  "mol_weight_g_mol": 546.7,
  "s2": 0.779,
  "multiplicity": 2,
  "charge": 2
}

What did the third record say?
{
  "formula": "CH7IN3",
  "method": "ωB97M-V/def2-TZVPD",
  "species": ["C", "N", "N", "N", "I", "H", "H", "H", "H", "H", "H", "H"],
  "coordinates": [[-1.00949, -0.54474, 0.37795], [-0.53115, -1.55135, -0.41371], [1.40099, 0.72210, -0.56450], [0.25838, 0.97096, 0.22506], [-2.88281, 0.18077, 0.14545], [1.85752, 1.57910, -0.89988], [-0.91338, -1.50087, -1.34276], [0.33542, -1.95119, -0.12888], [1.97810, 0.09497, -0.02627], [-0.23794, 1.83801, -0.00087], [-0.62426, -0.83002, 1.41970], [0.36862, 0.99227, 1.20870]],
  "forces_ev_per_angstrom": [[3.4, -2.4, 1.3], [-2.2, 2.4, 0.4], [-0.7, 0.0, 0.0], [-1.7, 0.2, -0.5], [-0.6, 0.3, -0.1], [-0.1, -0.6, 0.5], [0.8, -0.8, -0.5], [0.4, -0.6, -0.5], [0.6, 0.3, -0.3], [0.3, -0.4, -0.5], [-1.1, 1.2, -1.1], [1.0, 0.4, 1.2]],
  "lowdin_charge": [-0.814, 0.039, 0.036, -0.066, 1.052, 0.120, 0.096, 0.104, 0.095, 0.125, 0.111, 0.101],
  "e_tot_ha": -503.9320,
  "homo_lumo_gap_ev": 10.2,
  "relative_energy_kj_mol": 325.5,
  "e_homo_ev": -14.00,
  "mol_weight_g_mol": 188.0,
  "multiplicity": 1,
  "charge": 1
}